# 1
Computed, not measured: a molecular structure, C26H25F3LiN5O8S2, with wB97M-V/def2-TZVPD.

HOMO   -1.44 eV
ΔE to the lowest compared entry with this formula, charge and spin   31.2 kcal per mole
Charge   -2
E_LUMO   4.211 eV

XYZ file:
```
70
Properties=species:S:1:pos:R:3:forces:R:3
Li -0.01130 0.77000 -0.52050 -1.1 -0.3 -0.1
N -1.55040 -2.18470 2.80020 -0.3 -0.2 0.4
C -0.78560 -1.12030 3.22720 0.3 0.3 0.3
C -0.68890 -0.87030 4.60610 0.0 0.0 0.0
C 0.09600 0.18910 5.01680 -0.1 -0.1 -0.2
C 0.74470 0.95710 4.05990 0.1 0.2 0.0
C 0.58620 0.62270 2.71890 0.1 0.2 0.7
N -0.15420 -0.39020 2.32630 -0.2 -0.2 -0.1
C -1.80710 -2.56420 1.49680 -0.2 -0.4 -0.5
C -2.67690 -3.64430 1.28120 0.0 0.0 0.0
C -2.91680 -4.02990 -0.02260 0.1 0.1 0.0
C -2.30720 -3.33200 -1.05520 0.0 0.0 -0.1
C -1.46430 -2.27400 -0.73180 -0.4 -0.5 -0.3
N -1.21640 -1.91740 0.51000 0.0 0.1 0.4
H -2.07570 -2.67120 3.51330 0.2 0.2 -0.2
H -1.21430 -1.48950 5.32260 0.0 0.0 0.0
H 0.19990 0.41330 6.07270 0.0 0.0 0.0
H 1.35920 1.79510 4.34880 0.1 0.1 0.0
H 1.06600 1.16510 1.91870 0.2 0.2 0.0
H -3.14750 -4.15340 2.11430 0.0 0.0 0.0
H -3.57710 -4.86360 -0.23080 0.0 0.0 0.0
H -2.48870 -3.59790 -2.08480 0.0 0.0 -0.1
H -0.96940 -1.66620 -1.47640 0.0 0.0 -0.3
F -0.22320 -0.86880 -7.29930 -0.1 0.1 0.3
C 0.70810 -0.06390 -6.70310 0.1 -0.3 -0.9
F 0.61920 1.10520 -7.38260 -0.1 0.2 0.3
F 1.89190 -0.59160 -7.08980 0.2 -0.1 0.3
C 0.52250 0.05830 -5.23110 0.2 -0.2 0.3
C -0.68690 0.61530 -4.75820 -0.1 0.2 -0.1
C -0.90600 0.53160 -3.39370 -0.3 0.0 -0.3
N -0.08690 0.02140 -2.50390 0.5 -0.1 0.6
C 1.23090 -0.33860 -2.90240 -0.5 -1.2 -0.6
C 1.44060 -0.45930 -4.37640 0.0 0.2 0.0
H -1.41970 1.01860 -5.43820 -0.1 0.0 0.0
H -1.86710 0.82240 -2.98330 -0.1 0.2 0.0
H 1.52150 -1.26840 -2.38430 0.0 0.3 -0.2
H 2.34300 -0.94110 -4.72120 0.0 -0.1 -0.1
O 1.60390 1.55390 -0.17700 -0.4 0.2 0.0
S 2.47790 0.56660 -0.80910 2.3 -0.4 0.3
O 3.87890 0.95030 -0.67520 -0.2 0.0 -0.3
O 2.22500 -0.78050 -0.35330 -0.5 -0.2 -0.1
O 2.19590 0.63780 -2.38690 0.5 0.5 0.6
C 4.39680 3.72460 0.76390 0.0 -0.1 -0.1
C 3.26320 4.29510 -0.02950 0.1 0.0 -0.2
C 2.51150 5.37020 0.43420 -0.1 0.0 -0.1
C 1.43030 5.83500 -0.29360 0.1 0.1 0.2
C 1.10890 5.21130 -1.48290 -0.6 0.1 -0.2
C 1.85650 4.16430 -1.97900 0.0 -0.1 -0.2
C 2.94450 3.71410 -1.25440 0.0 0.4 0.0
S -0.34180 5.76630 -2.33480 -0.5 1.3 -0.1
O -0.66040 4.93500 -3.46390 0.2 -0.5 0.3
O -0.21560 7.18030 -2.64340 0.1 -0.3 0.3
N -1.49550 5.72190 -1.11470 0.8 -0.1 -0.4
C -1.70780 4.44510 -0.43730 -0.1 -0.4 0.1
C -2.57710 3.44770 -1.18060 0.0 -0.6 0.4
C -2.66380 2.13230 -0.32380 -0.4 0.8 -0.5
O -3.77310 1.83690 0.12460 -0.5 -0.2 0.2
O -1.58500 1.52560 -0.15650 0.5 -0.1 0.1
H 4.28560 3.92600 1.82850 0.0 0.0 0.1
H 5.34480 4.15150 0.43220 0.1 0.0 0.0
H 4.41670 2.64910 0.57890 0.1 0.0 0.2
H 2.75710 5.83090 1.38310 0.0 0.0 0.1
H 0.81200 6.64880 0.05230 0.0 0.1 0.1
H 1.55610 3.68710 -2.89780 0.0 -0.2 -0.1
H 3.50570 2.85770 -1.59200 0.1 0.1 -0.1
H -2.35880 6.09320 -1.48870 0.0 0.2 -0.2
H -2.15490 4.67870 0.53680 0.1 -0.1 -0.1
H -0.73040 3.99000 -0.26560 -0.1 0.0 0.2
H -2.12590 3.21550 -2.14360 0.0 0.0 -0.1
H -3.58710 3.83990 -1.33060 0.0 0.0 0.0
```
Positions in Å, forces in eV/Å.

# 2
Computed, not measured: 7 unconnected molecules or ions with the total composition C12H40BO12, with wB97M-V/def2-TZVPD.

HOMO   -6.68 eV
ΔE to the lowest compared entry with this formula, charge and spin   83.6 kcal per mole
Charge   -1
E_LUMO   2.674 eV

XYZ file:
```
65
Properties=species:S:1:pos:R:3:forces:R:3
B -22.00577 -2.89649 6.77007 -0.2 0.2 -0.3
H -22.27693 -1.88280 7.02134 -0.4 3.2 1.5
H -21.13359 -2.81955 6.13950 3.0 0.1 -2.0
H -21.83647 -3.44245 7.68523 0.9 -2.2 3.0
H -22.80766 -3.29088 6.16537 -3.0 -1.5 -2.1
C -22.72112 -2.73945 10.52057 0.4 0.2 -1.6
C -21.75237 -3.90776 10.65443 -0.2 0.7 -0.8
O -22.43415 -5.01846 11.12715 -0.5 -1.2 1.0
O -23.50911 -2.79826 9.32629 -0.7 -0.1 1.5
H -22.09646 -1.84829 10.45953 0.1 0.4 0.2
H -23.40427 -2.61894 11.36133 0.1 -0.3 0.1
H -20.89140 -3.60844 11.25213 0.1 -0.1 0.5
H -21.36185 -4.19025 9.67678 0.2 0.6 -0.3
H -21.93707 -5.79654 10.86427 -0.1 -0.1 0.1
H -22.95506 -3.02370 8.57541 0.2 0.1 -0.1
C -18.77982 -3.85108 6.05538 1.2 0.2 0.2
C -18.29319 -2.71931 6.98709 0.1 -0.3 -0.5
O -19.18610 -1.63040 6.91332 0.6 0.2 0.4
O -19.70559 -4.67290 6.68891 0.1 -1.0 0.3
H -17.94249 -4.47628 5.74537 0.2 -0.1 0.1
H -19.19055 -3.43162 5.13700 0.0 0.3 0.0
H -17.27863 -2.39345 6.75776 0.0 0.2 -0.4
H -18.23692 -3.06120 8.02055 -0.1 -0.5 0.1
H -20.00391 -2.06129 7.17238 -0.7 0.6 -0.1
H -20.55215 -4.22885 6.60098 -0.3 0.0 0.1
C -22.96199 -0.91421 3.94403 -0.2 1.1 -0.7
C -23.05830 0.22830 4.96920 -1.2 -0.8 -0.8
O -23.58955 -0.31354 6.13089 -1.0 1.1 1.3
O -21.81355 -1.69294 4.07460 0.5 0.3 -0.7
H -23.08154 -0.44516 2.96740 0.8 -0.2 -0.5
H -23.79233 -1.61982 3.97142 -0.7 0.5 0.6
H -23.82215 0.92996 4.63408 0.0 0.2 -0.3
H -22.16163 0.82049 5.15199 0.5 -0.4 -0.3
H -23.09385 -1.09186 6.39567 0.2 -0.3 0.2
H -21.99872 -2.21918 4.85587 0.5 -0.5 0.2
C -22.29309 1.65687 10.38026 -2.1 1.3 -0.7
C -22.65759 1.10930 8.92737 0.8 -0.2 0.5
O -23.43439 1.94160 8.05182 0.7 0.6 1.4
O -21.57740 2.91588 10.41656 0.7 -0.8 -0.7
H -21.88036 0.90172 11.04922 0.6 -0.3 -0.6
H -23.21691 1.93498 10.88753 -0.6 -0.5 -0.2
H -23.17286 0.15118 8.99522 -0.3 -0.1 0.8
H -21.73569 0.77739 8.44984 0.5 0.5 -0.2
H -23.60968 1.39377 7.28321 -0.1 -0.5 -0.2
H -21.80421 3.37255 11.22996 -0.1 -0.2 -0.1
C -22.71977 -5.44190 3.09970 -1.0 -1.5 -0.5
C -23.29326 -6.85948 3.50439 1.7 1.4 0.5
O -24.68593 -6.77865 3.71259 0.3 -0.2 -0.3
O -21.30882 -5.51666 3.08966 0.1 -0.4 0.2
H -23.12759 -4.71335 3.80042 0.2 0.0 0.2
H -23.08796 -5.20554 2.10136 -0.1 0.2 -0.2
H -22.72166 -7.08582 4.40448 -0.3 0.1 0.7
H -22.98329 -7.69146 2.87207 -0.3 0.3 -0.9
H -24.95021 -7.68150 3.90394 -0.4 0.1 0.1
H -20.92814 -4.73724 2.67834 -0.2 0.2 0.1
C -23.11859 -6.61683 7.57631 0.6 -0.3 -0.7
C -24.09028 -7.76237 7.37194 0.0 0.3 -0.2
O -25.42189 -7.32784 7.61568 0.1 -0.7 0.1
O -23.32575 -5.59024 6.62440 -0.5 -1.1 0.3
H -22.12384 -7.04688 7.45963 0.4 -0.1 -0.1
H -23.16163 -6.26280 8.60633 -0.3 0.3 0.2
H -23.81819 -8.61753 7.99064 0.1 0.1 0.7
H -24.01254 -8.21997 6.38570 -0.2 0.6 -0.4
H -25.46961 -7.33808 8.57444 -0.4 0.3 0.1
H -22.67334 -4.89475 6.73514 0.0 0.2 0.1
```
Positions in Å, forces in eV/Å.

# 3
Computed, not measured: C24H21N5O4S in the gas phase, with wB97M-V/def2-TZVPD.

HOMO   -8.60 eV
ΔE to the lowest compared entry with this formula, charge and spin   10.9 kcal per mole
E_LUMO   0.628 eV
SMILES   O=C(NCc1ccco1)[C@H](c1ccco1)N(Cc1cccs1)C(=O)Cn1nnc2ccccc21

XYZ file:
```
55
Properties=species:S:1:pos:R:3:forces:R:3
O -1.01310 -1.78446 -1.42526 0.0 0.0 -0.4
C -1.18918 -1.55842 -0.24997 0.2 0.0 0.5
N -2.02633 -2.26336 0.53948 0.0 -0.3 0.3
H -2.18310 -1.94602 1.48445 0.1 0.1 -0.1
C -3.05437 -3.12408 -0.02311 -0.2 0.2 0.1
C -4.33037 -2.35929 -0.15934 0.1 0.0 -1.0
C -4.87986 -1.69591 -1.21585 0.3 -0.5 0.4
C -6.04391 -1.05854 -0.72066 -0.2 0.0 0.5
C -6.10873 -1.37423 0.59990 -0.5 0.5 -0.5
O -5.07571 -2.15755 0.95198 0.3 -0.3 0.3
H -6.81233 -1.11785 1.36687 0.0 0.0 0.2
H -6.73197 -0.45289 -1.27381 -0.2 0.1 0.0
H -4.50222 -1.67006 -2.21688 0.2 0.0 -0.2
H -2.70515 -3.44375 -1.00588 -0.1 0.0 0.1
H -3.18932 -3.98841 0.63143 0.0 0.0 -0.1
C -0.46756 -0.43384 0.51508 0.0 0.1 -0.2
C -1.48214 0.54941 1.01017 0.4 0.2 0.8
C -1.44203 1.45444 2.03072 0.0 -0.6 -0.4
C -2.68523 2.13070 2.00628 -0.3 -0.1 -0.3
C -3.38888 1.58415 0.97910 -0.1 0.6 0.5
O -2.67321 0.62494 0.37134 0.1 -0.3 -0.3
H -4.37320 1.77225 0.59936 -0.1 -0.1 -0.1
H -3.00353 2.91315 2.66323 -0.1 0.2 0.1
H -0.62586 1.61874 2.70366 0.2 0.0 0.1
N 0.54108 0.19875 -0.32421 -0.4 -0.3 0.1
C 1.83655 0.00790 0.01398 0.1 0.1 -0.2
O 2.16707 -0.65422 0.97555 0.2 -0.1 0.1
C 2.88149 0.65919 -0.90252 -0.1 0.0 0.1
N 4.19243 0.46795 -0.36847 0.3 -0.7 0.0
C 4.88398 -0.68938 -0.18646 0.8 0.3 0.3
C 4.64156 -2.02442 -0.48537 -0.1 -0.1 -0.1
C 5.63160 -2.91629 -0.14492 -0.2 0.0 -0.1
C 6.82645 -2.50574 0.46595 0.2 0.0 0.1
C 7.07749 -1.18746 0.76097 -0.1 0.1 0.0
C 6.08780 -0.26289 0.42742 -1.0 -0.7 -0.6
N 6.01823 1.09176 0.56692 0.6 0.3 0.4
N 4.91022 1.49514 0.10523 -0.6 1.0 -0.1
H 7.99345 -0.86629 1.22953 0.1 0.0 0.1
H 7.56469 -3.25588 0.70894 0.1 0.0 0.0
H 5.48974 -3.96696 -0.35113 0.0 -0.1 0.0
H 3.71903 -2.34308 -0.94500 -0.1 -0.1 0.0
H 2.81959 0.20512 -1.89880 0.0 0.2 0.1
H 2.72069 1.73790 -0.96621 0.0 -0.1 -0.1
C 0.05428 1.01619 -1.41825 0.0 0.2 -0.2
C -0.35287 2.38531 -0.96993 0.2 0.3 0.1
C -1.51795 3.03757 -1.23048 0.3 -0.2 -0.1
C -1.57678 4.32225 -0.64386 0.1 0.3 0.1
C -0.45631 4.62604 0.05524 0.2 -0.1 0.0
S 0.70162 3.35739 0.00821 -0.5 0.0 -0.3
H -0.22851 5.52008 0.60026 0.0 0.2 0.1
H -2.42055 4.98174 -0.73655 -0.1 0.2 0.0
H -2.31052 2.61452 -1.82148 -0.1 -0.2 -0.1
H 0.82006 1.08049 -2.19383 -0.1 -0.1 0.0
H -0.81281 0.51212 -1.85442 0.2 0.1 0.0
H 0.08446 -0.86390 1.36141 -0.2 0.1 -0.2
```
Positions in Å, forces in eV/Å.

# 4
Computed, not measured: a molecular structure, C22H22BClF4N2OS3Sn, with wB97M-V/def2-TZVPD.

HOMO (alpha / beta)   -14.34 / -13.53 eV
Charge   +2
E_LUMO (alpha / beta)   -8.206 / -8.830 eV

XYZ file:
```
57
Properties=species:S:1:pos:R:3:forces:R:3
Sn 0.08118 0.15720 -0.03913 -0.3 0.0 -0.3
Cl -5.61059 -4.64991 -0.92783 -0.1 -0.1 0.0
C -4.25744 -3.65912 -1.04538 0.1 0.0 0.0
C -3.94772 -3.03715 -2.28014 0.0 0.0 0.0
C -2.86014 -2.23256 -2.36331 0.1 0.1 0.1
C -2.00915 -2.01082 -1.22052 0.0 0.1 -0.2
O -0.97018 -1.30221 -1.35698 0.1 -0.2 -0.1
C -2.34939 -2.64438 0.02777 0.2 0.1 0.2
C -1.54566 -2.48174 1.22999 -0.1 -0.2 -0.1
N -0.58545 -1.65840 1.38402 0.0 0.3 0.3
C 0.07837 -1.58916 2.64370 -0.2 -0.1 -0.4
C -0.43070 -2.00207 3.84073 -0.1 -0.1 0.2
C 0.32127 -1.87624 5.02817 -0.1 0.0 -0.1
C 1.55748 -1.30166 5.00332 0.0 0.0 0.0
C 2.07818 -0.79990 3.78694 0.1 0.0 0.1
C 3.31581 -0.12898 3.70014 0.0 0.0 0.1
C 3.73795 0.38164 2.50337 0.0 0.0 -0.1
C 2.90353 0.24361 1.39215 0.0 -0.2 0.0
N 1.75768 -0.41737 1.42660 0.3 0.3 0.0
C 1.32857 -0.94897 2.60904 0.3 0.1 -0.2
C -3.44427 -3.45935 0.08968 -0.2 -0.1 0.0
H -4.58396 -3.21700 -3.13595 0.0 0.0 0.0
H -2.58786 -1.73949 -3.28704 0.0 0.0 0.0
H -1.80161 -3.15945 2.04286 0.0 0.0 0.0
H -1.43269 -2.40629 3.90665 0.0 0.0 0.0
H -0.09894 -2.22919 5.95996 0.0 0.0 0.0
H 2.14274 -1.20230 5.90914 0.0 0.0 0.0
H 3.91364 -0.00353 4.59523 0.0 0.0 0.0
H 4.67885 0.90404 2.40685 0.0 0.0 0.0
H 3.18092 0.68654 0.44315 0.0 0.0 0.0
H -3.70798 -3.95625 1.01541 0.0 0.0 0.0
C 2.65852 2.43768 -2.03958 0.1 0.0 0.0
C 2.97495 0.97854 -2.39748 0.0 0.2 0.0
S 1.64731 -0.22886 -2.41810 0.2 -0.5 0.3
C 0.65611 0.21421 -3.85128 -0.1 0.1 0.0
C -0.16142 1.49939 -3.76321 0.1 0.0 0.0
S -1.26029 1.50360 -2.33767 -0.2 0.0 0.4
C -1.16855 3.19075 -1.74406 0.1 0.1 -0.1
C 0.22082 3.77367 -1.44916 -0.1 0.0 0.0
S 1.49409 2.71588 -0.68076 -0.2 0.1 0.3
H 2.30338 2.99262 -2.90386 0.0 0.0 0.0
H 3.59257 2.90352 -1.72492 0.0 0.0 -0.1
H 3.69147 0.55804 -1.69022 0.0 0.0 -0.1
H 3.45016 0.94924 -3.37917 0.1 0.0 0.0
H 0.00473 -0.64727 -3.99839 0.0 0.0 0.0
H 1.33976 0.26245 -4.69994 0.0 0.0 0.0
H -0.78341 1.57622 -4.65478 0.1 0.0 -0.1
H 0.47286 2.38103 -3.72489 0.0 0.0 0.0
H -1.75739 3.16062 -0.83533 -0.1 0.1 0.0
H -1.68036 3.84861 -2.44754 0.1 0.0 0.0
H 0.07188 4.58988 -0.74442 0.1 0.0 0.0
H 0.68400 4.19258 -2.34000 0.0 0.0 0.0
F -0.48464 1.04712 2.38215 -0.1 0.1 -0.1
B -1.50428 1.83589 1.76735 0.3 0.3 0.2
F -0.82035 2.83033 1.04140 -0.3 -0.1 0.2
F -2.45629 2.28246 2.59461 0.1 -0.2 -0.1
F -2.03803 0.89223 0.75065 0.0 0.0 -0.1
```
Positions in Å, forces in eV/Å.

What are the largest force on an atom values for these records? In order: 2.34 3.96 1.34 0.60 eV/A.
What are the calculated total energy values for these records? In order: -81230.9854 -38334.3413 -51703.3432 -90596.3079 eV.